1.
Below is a 2-piece molecular cluster, CH2BrNO3S overall, with properties calculated with ωB97M-V/def2-TZVPD.

CARTESIAN COORDINATES (ANGSTROEM)
C -0.835 2.857 0.030
H 1.422 -1.321 1.143
Br -1.684 -0.817 0.702
N 1.209 -1.710 0.238
O -0.044 -1.364 -1.913
O 0.224 2.423 0.074
O -1.861 3.359 0.103
S 0.131 -0.723 -0.621
H 1.438 -2.703 0.244

Atoms 1-2, force components in eV/Å:
0.1 0.4 0.8
0.0 0.3 0.1

- relative energy (zero: lowest compared OMol25 entry of this formula, charge and spin) (kJ/mol) = 4.0
- LUMO (eV) = 0.00
- multiplicity = 1

---

2.
Below is one molecule with the formula C4H8N2S, with properties calculated with ωB97M-V/def2-TZVPD.

CARTESIAN COORDINATES (ANGSTROEM)
H 1.887 -1.386 -1.101
H -0.884 1.880 -0.256
H 0.833 2.181 0.277
C -1.292 0.886 -0.108
C -2.576 0.657 -0.074
C 2.084 -0.877 -0.161
H -0.768 -2.118 1.217
N -0.299 -0.131 0.048
H -2.926 -0.372 0.015
S -0.759 -1.781 -0.079
H -3.296 1.390 -0.221
H 2.309 -1.611 0.633
N 1.538 1.442 0.043
C 1.077 0.244 0.033
H 3.071 -0.405 -0.265

Atoms 1-2, force components in eV/Å:
-0.1 -0.3 0.1
-0.1 -0.2 0.0

- SMILES = [H]/N=C(/C)N(S)C=C
- relative energy (zero: lowest compared OMol25 entry of this formula, charge and spin) (kJ/mol) = 206.3
- LUMO (eV) = 0.58
- multiplicity = 1

---

3.
Below is C46H39N3O2P2Rh as an isolated structure, with properties calculated with ωB97M-V/def2-TZVPD.

CARTESIAN COORDINATES (ANGSTROEM)
H 1.118 0.998 6.045
C -0.244 1.041 3.719
C 3.414 -1.461 2.225
H -2.294 0.513 8.580
H -1.019 -4.666 -4.824
H 0.671 -1.199 3.819
C -1.293 -3.137 -3.361
H 0.709 -4.163 0.964
H -1.171 -1.562 0.170
C 4.777 2.409 0.954
C -2.929 2.340 -0.319
C 1.408 -3.682 -1.014
H -0.327 -1.173 1.748
C 3.468 2.115 -1.474
H 3.141 -0.868 4.235
H -1.259 -3.072 -0.695
Rh 0.211 1.236 0.989
C -0.922 -2.035 -0.776
H 5.276 2.511 1.911
N -1.622 -1.296 -1.805
C -0.789 0.899 5.063
C 1.161 -4.544 0.054
H -2.809 0.785 4.341
H -2.370 2.655 1.731
H 1.306 -6.545 0.805
C -0.830 3.385 -2.365
C 0.459 1.819 -4.255
C 2.005 -4.187 -2.166
H -0.083 0.147 -3.040
C -5.125 3.952 0.270
H -3.114 0.126 -2.133
H -3.133 -0.561 -0.517
C -2.444 -1.664 -5.400
C 0.667 -0.738 1.666
O 1.484 1.514 -0.462
C 2.348 -5.531 -2.252
H 0.960 1.202 -4.991
C -2.174 0.776 5.216
H 4.455 -1.726 2.359
C -2.474 -0.238 -1.334
H 6.502 2.926 -0.184
C -3.092 2.870 0.957
C -1.871 0.622 7.590
H -5.699 3.648 -1.778
C 2.733 1.870 -0.293
C 0.432 3.198 -4.401
C 2.806 -1.695 0.927
H -0.227 5.058 -3.555
O -0.961 1.254 2.732
H 3.416 -2.174 0.168
C 2.095 -6.379 -1.185
C 3.411 2.033 0.950
H 2.812 -5.913 -3.152
P -1.534 1.245 -0.730
C -4.186 3.676 1.249
C -2.710 0.637 6.481
C 2.707 -0.993 3.251
C -0.816 1.998 -2.220
H -4.299 4.087 2.243
H -2.062 -3.365 -6.659
C 1.269 -0.620 3.108
H -3.779 0.536 6.608
C -0.206 3.981 -3.450
C -0.496 0.748 7.441
H -0.830 -3.736 -2.591
C -2.335 -1.117 -4.134
C -1.980 -2.945 -5.666
H -1.334 4.007 -1.635
C 1.502 -5.884 -0.029
C -0.145 1.218 -3.161
H -3.756 2.251 -2.310
C -4.971 3.429 -1.009
H 2.196 -3.524 -3.002
H -2.665 -0.099 -3.979
H -5.977 4.579 0.498
H 0.909 3.663 -5.254
C 4.785 2.486 -1.428
H 2.942 1.993 -2.412
C 2.817 1.761 2.214
H 0.147 0.743 8.311
H 3.445 1.726 3.100
C -1.773 -1.855 -3.084
H 5.317 2.660 -2.355
C 1.509 -1.432 0.666
H -2.885 -1.073 -6.192
C 0.051 0.886 6.178
N 1.553 1.541 2.368
C 5.461 2.638 -0.204
C -1.397 -3.668 -4.640
H 2.360 -7.426 -1.250
N 1.146 0.842 3.547
P 0.931 -1.914 -1.021
C -3.880 2.631 -1.302

Atoms 1-2, force components in eV/Å:
0.0 0.0 0.0
-0.1 0.1 0.0

- relative energy (zero: lowest compared OMol25 entry of this formula, charge and spin) (kJ/mol) = 46.6
- LUMO (eV) = -3.60
- multiplicity = 1
- total charge = +1

---

4.
Below is a 3-piece molecular cluster, C27H48O9S overall, with properties calculated with ωB97M-V/def2-TZVPD.

CARTESIAN COORDINATES (ANGSTROEM)
H 0.178 1.564 -3.666
H -4.947 -0.705 1.759
O 6.698 0.673 -1.068
C 1.969 -0.873 0.959
H 2.102 -5.230 -1.442
H 1.175 -3.093 -3.335
H -0.741 -1.682 -2.008
O -3.137 1.189 -0.671
H 2.924 -0.505 1.492
H -0.915 -3.528 -3.412
H -3.081 -0.900 1.518
H 5.077 1.244 0.030
C -1.607 -7.462 -1.772
C -3.343 3.416 4.165
H -0.790 0.469 -2.538
H -1.982 4.231 -0.122
H -0.534 2.122 -0.551
O -0.876 0.274 1.905
H -2.370 2.390 -2.777
H 1.087 -4.139 -0.374
C 5.793 1.698 -0.661
C -0.092 -5.182 -1.979
C -3.450 4.276 5.415
C 2.451 -1.769 -0.281
C 1.236 -4.464 -1.459
H -1.512 4.019 -2.777
H 5.895 3.593 0.393
H 7.335 1.065 -1.680
H -3.828 0.772 2.042
O -3.501 4.239 3.009
H -2.675 5.050 5.424
C -2.003 2.701 4.098
H 0.362 -2.414 1.650
H -3.421 4.427 -1.238
C -2.382 -5.411 -3.324
H 2.718 -2.802 0.125
O 2.211 1.271 -1.388
C -3.450 2.512 -0.094
C 1.693 -3.190 -2.319
H -4.413 4.793 5.444
C 5.058 2.237 -1.877
C 0.059 1.248 -2.558
H 0.990 1.673 2.884
H 4.343 3.014 -1.594
H -2.789 4.893 3.010
O 1.851 -0.749 -2.505
H 4.518 1.435 -2.385
H -3.617 -7.400 -2.999
H 7.097 2.395 0.918
H 5.761 2.657 -2.605
H -3.159 -4.960 -4.029
O -4.951 -0.228 -0.898
H -1.859 2.049 4.963
H -4.589 2.648 -0.134
C -3.972 -0.181 1.433
H 7.319 3.237 -0.608
O 1.100 0.866 3.444
H -4.153 2.681 4.154
H 3.449 -1.310 -0.648
C -0.351 2.485 -1.630
C -2.667 -6.820 -2.742
C 1.115 -1.669 2.070
S 0.069 -0.358 2.927
H 1.751 -2.131 2.907
C 6.564 2.798 0.052
C -2.631 3.664 -0.876
H 2.832 -3.242 -2.504
C -0.358 -6.629 -1.421
O -0.775 -0.915 4.034
C 1.463 -1.768 -1.549
H -0.335 -0.732 -0.496
C 1.455 0.558 -2.100
C -4.089 0.249 -0.120
H -1.935 2.096 3.189
H -1.177 3.421 4.061
H -0.371 -2.558 -0.362
H 1.368 0.055 0.682
H 0.409 -7.102 -0.714
C -1.108 -4.562 -2.970
C -0.066 -1.703 -1.069
H 0.471 3.278 -1.689
H -3.350 3.671 6.320
C -1.770 3.105 -2.119
H -3.074 2.484 0.997
H -1.750 -8.517 -1.335

Atoms 1-2, force components in eV/Å:
-0.1 -0.4 1.8
1.6 0.9 -0.8

- SMILES = CC(=O)OCCCCCC(=O)O[C@](C)(CCCS(=O)(=O)O)CCc1ccccc1.CC(C)O.CC(C)O
- LUMO (eV) = 0.10
- multiplicity = 1

---

5.
Below is C30H32N7SSn as an isolated structure, with properties calculated with ωB97M-V/def2-TZVPD.

CARTESIAN COORDINATES (ANGSTROEM)
H -1.275 -4.236 1.395
H -1.235 1.440 -6.319
N -0.579 -0.305 -1.758
H 3.112 -1.847 3.231
C -0.387 1.452 -5.648
C 1.114 -1.884 2.471
H -1.995 5.634 0.322
C 1.990 1.477 -5.281
C -0.352 0.918 -1.207
C 0.389 -2.927 -1.205
H 1.379 1.075 2.011
C 0.514 0.331 5.123
H 2.227 1.569 0.554
C 0.991 -2.638 -0.023
H -3.665 -2.243 2.775
N 0.501 -1.021 3.200
H 1.065 -3.285 -1.975
N 0.934 0.449 6.362
H 2.570 2.381 2.086
C 1.780 1.941 1.479
H 1.725 4.572 2.157
H 2.818 1.198 -2.023
H 2.228 -3.349 3.574
C -3.473 -3.292 -0.409
H 2.059 -2.813 0.020
C 0.506 1.615 -3.424
H -2.497 -1.169 -1.846
N -0.655 1.248 0.042
Sn -1.695 1.190 2.080
N 0.284 1.784 -2.010
C -1.064 -2.821 -1.658
C -4.110 -2.772 0.665
H 0.027 6.263 1.608
H 2.997 1.452 -5.678
H 1.071 1.342 -7.213
C -3.329 -2.173 1.746
C -0.115 5.239 1.288
C 0.841 4.283 1.601
C -2.224 -1.495 1.318
H -2.278 -5.239 0.371
C 0.908 1.415 -6.146
C 0.704 2.957 1.195
H -1.594 1.617 -3.881
H -1.226 -3.244 -2.647
C -1.948 -3.253 -0.444
H 3.883 1.244 -3.437
C 2.396 -2.567 2.827
H -0.328 -0.329 -2.741
N -0.804 -1.630 1.095
C -1.691 -1.826 0.023
S -0.526 1.517 4.475
H 3.241 2.738 -2.783
H 0.629 1.238 6.917
H -5.172 -2.925 0.806
C 1.814 1.585 -3.904
H -4.016 -3.900 -1.126
C -1.488 -4.488 0.350
C -1.250 4.888 0.566
C -0.442 2.612 0.449
H 1.539 -0.221 6.818
H -2.277 3.291 -0.443
H 1.701 -1.329 4.828
H 2.858 -3.047 1.969
C -1.419 3.579 0.153
C 0.406 -2.091 1.193
N 0.986 -0.740 4.416
H 0.638 2.629 -1.587
C 3.001 1.689 -2.981
C -0.588 1.549 -4.282
C -1.516 -1.339 -1.397
H -0.612 -4.961 -0.085

Atoms 1-2, force components in eV/Å:
0.0 0.0 0.0
0.0 -0.1 0.0

- relative energy (zero: lowest compared OMol25 entry of this formula, charge and spin) (kJ/mol) = 664.9
- LUMO (eV) = -10.49
- multiplicity = 1
- total charge = +3

---

6.
Below is one molecule with the formula C3H8ClNOS, with properties calculated with ωB97M-V/def2-TZVPD.

CARTESIAN COORDINATES (ANGSTROEM)
Cl 2.646 0.633 2.308
C -0.323 0.487 -0.632
H -0.848 0.111 -1.539
H 3.943 1.174 0.277
H -0.233 -2.253 0.405
S 2.260 -0.236 -0.898
O 2.083 0.700 -1.969
C 0.442 -1.443 0.720
H 0.267 1.388 -0.760
H 2.208 1.940 0.467
N 0.662 -0.505 -0.309
H 0.200 -0.983 1.669
C 2.910 1.112 0.584
H 1.284 -2.156 0.856
H -0.915 0.679 0.336

Atoms 1-2, force components in eV/Å:
0.6 0.0 -1.1
-0.3 -0.3 1.4

- relative energy (zero: lowest compared OMol25 entry of this formula, charge and spin) (kJ/mol) = 34.6
- LUMO (spin up / spin down) (eV) = 0.74 / -2.15
- multiplicity = 3